Record 1
Formula: C32H60N2O2P3Pd
Source: the OMol25 dataset
Level of theory: ωB97M-V/def2-TZVPD

Calculated values
Multiplicity   5
E   -2666.2306 hartree
Total charge   +3
Frontier orbital gap (alpha / beta)   7.64 / 4.92 eV

Element x y z (Å)
C (2.5466, -1.4134, -1.3895)
C (1.5179, 0.4653, -2.3463)
C (3.4321, -1.5235, -2.4696)
C (2.3104, 0.3580, -3.5012)
C (3.3000, -0.6333, -3.5356)
H (4.1585, -2.3348, -2.4533)
H (2.1686, 1.0745, -4.3114)
H (3.9497, -0.7239, -4.4073)
N (1.7092, -0.3855, -1.3298)
P (0.8031, -2.4660, 0.5556)
P (0.2613, 2.1687, -0.4459)
C (2.4659, -2.4599, -0.2792)
H (2.6994, -3.4565, -0.6899)
H (3.2274, -2.2431, 0.4900)
C (0.3997, 1.4389, -2.1639)
H (0.3710, 2.2036, -2.9463)
C (-1.3862, 3.1287, -0.3441)
C (1.6995, 3.3848, -0.3281)
C (-0.2448, -3.5795, -0.5615)
C (1.0778, -3.3284, 2.2107)
C (-2.4444, 2.2429, 0.3334)
H (-2.1473, 1.9505, 1.3475)
H (-3.3900, 2.8039, 0.3899)
H (-2.6295, 1.3243, -0.2307)
C (-1.2700, 4.4135, 0.4882)
H (-0.9205, 4.2194, 1.5096)
H (-0.6310, 5.1677, 0.0193)
H (-2.2734, 4.8593, 0.5677)
C (-1.8726, 3.4819, -1.7524)
H (-2.8018, 4.0674, -1.6635)
H (-1.1549, 4.0949, -2.3132)
H (-2.1135, 2.5806, -2.3291)
C (1.7944, 3.9135, 1.1267)
H (1.4953, 3.1607, 1.8696)
H (2.8422, 4.1748, 1.3362)
H (1.1975, 4.8214, 1.2748)
C (3.0204, 2.6728, -0.6711)
H (3.2188, 1.8221, -0.0100)
H (3.0458, 2.3423, -1.7160)
H (3.8331, 3.4017, -0.5272)
C (1.5143, 4.5415, -1.3357)
H (0.9429, 4.2625, -2.2316)
H (1.0574, 5.4284, -0.8791)
H (2.5116, 4.8503, -1.6844)
C (-0.2983, -3.6428, 2.8201)
H (-0.1392, -4.0686, 3.8214)
H (-0.8979, -2.7280, 2.9295)
H (-0.8649, -4.3828, 2.2437)
C (1.8060, -2.3673, 3.1633)
H (2.7918, -2.0713, 2.7835)
H (1.2017, -1.4765, 3.3719)
H (1.9682, -2.8961, 4.1151)
C (1.9312, -4.6002, 2.0813)
H (2.8208, -4.4486, 1.4572)
H (2.2763, -4.8737, 3.0885)
H (1.3678, -5.4554, 1.6983)
C (0.0500, -3.2521, -2.0278)
H (1.0617, -3.5515, -2.3305)
H (-0.6643, -3.7999, -2.6616)
H (-0.0851, -2.1805, -2.2159)
C (-1.7230, -3.2699, -0.2741)
H (-1.9836, -2.2581, -0.6178)
H (-2.3387, -4.0038, -0.8149)
H (-1.9692, -3.3467, 0.7917)
C (0.0235, -5.0793, -0.3620)
H (1.0820, -5.3354, -0.5045)
H (-0.3256, -5.4513, 0.6082)
H (-0.5462, -5.6198, -1.1337)
Pd (0.1183, -0.1690, 0.4211)
C (1.4936, 0.4336, 1.5452)
O (2.4018, 0.7372, 2.2050)
N (-1.2642, -0.2623, -1.1708)
C (-1.1118, 0.3504, -2.2236)
C (-1.9140, 0.2341, -3.5669)
C (-1.4430, 1.2632, -4.5820)
C (-1.6184, -1.1400, -4.1541)
C (-3.4201, 0.3869, -3.2673)
H (-1.6015, 2.2902, -4.2379)
H (-0.3774, 1.1206, -4.7990)
H (-1.9983, 1.1408, -5.5234)
H (-1.9510, -1.9294, -3.4713)
H (-2.1520, -1.2541, -5.1067)
H (-0.5426, -1.2592, -4.3439)
H (-3.8789, 1.1091, -3.9561)
H (-3.9267, -0.5755, -3.4071)
H (-3.6131, 0.7106, -2.2353)
C (-2.4031, 1.9711, 4.2723)
P (-1.2983, 0.5448, 4.3033)
C (0.2773, 1.1157, 4.9775)
C (-1.9957, -0.6523, 5.4648)
O (-1.1191, -0.0730, 2.9317)
H (-2.6116, 2.3082, 5.2966)
H (-3.3486, 1.6967, 3.7861)
H (-1.9374, 2.7942, 3.7131)
H (0.1439, 1.4764, 6.0042)
H (1.0086, 0.2991, 4.9755)
H (0.6653, 1.9342, 4.3592)
H (-2.8802, -1.1141, 5.0050)
H (-1.2520, -1.4333, 5.6751)
H (-2.2865, -0.1682, 6.4071)

Mulliken atomic charge list, values in e, 8 entries: atom 1 (C): -0.467, atom 2 (C): -0.313, atom 3 (C): -0.879, atom 4 (C): -0.520, atom 5 (C): -1.186, atom 6 (H): 0.634, atom 7 (H): 0.624, atom 8 (H): 0.524

Record 2
Formula: C36H42ClIN3O7PSc
Source: the OMol25 dataset
Level of theory: ωB97M-V/def2-TZVPD

Calculated values
E   -3948.3207 hartree
Energy above the lowest of the compared OMol25 structures with the same formula, charge and spin   0.000 eV
Total charge   -1
Frontier orbital gap   7.12 eV

Element x y z (Å)
Sc (-0.8987, -0.8422, 0.1856)
O (-1.4527, -2.2070, -4.4077)
C (-2.0285, -2.3619, -3.1995)
O (-1.9989, -3.4003, -2.5933)
C (-2.8673, -1.1770, -2.8252)
C (-3.6666, -0.5823, -3.7862)
C (-4.5319, 0.4306, -3.3920)
C (-4.5598, 0.7981, -2.0642)
C (-3.6954, 0.1636, -1.1764)
N (-2.8624, -0.8035, -1.5454)
C (-3.6536, 0.5716, 0.2978)
O (-4.5458, 1.3075, 0.7036)
O (-2.6561, 0.1137, 0.9252)
H (-0.9267, -3.0060, -4.5680)
H (-3.6080, -0.9136, -4.8122)
H (-5.1730, 0.9156, -4.1163)
H (-5.2121, 1.5640, -1.6727)
C (2.3453, -4.1583, 0.1483)
C (1.5138, -3.0136, -0.3889)
O (0.5547, -2.6469, 0.2922)
C (1.8709, -2.3974, -1.6557)
C (3.1180, -2.6638, -2.2471)
C (3.4961, -2.0942, -3.4372)
C (2.5908, -1.2415, -4.0885)
C (1.3585, -0.9742, -3.5554)
C (0.9451, -1.5218, -2.3039)
O (-0.2192, -1.2533, -1.8479)
H (1.8265, -4.5821, 1.0045)
H (3.3167, -3.7841, 0.4770)
H (2.5190, -4.9231, -0.6078)
H (3.8096, -3.3205, -1.7361)
H (4.4695, -2.2942, -3.8627)
H (2.8724, -0.7788, -5.0278)
H (0.6609, -0.3139, -4.0530)
Cl (-2.9449, -5.4356, 5.3964)
C (-2.2103, -4.1653, 4.4466)
C (-1.3050, -3.3277, 5.0301)
C (-0.6976, -2.2977, 4.2982)
I (0.6673, -1.0564, 5.2568)
C (-0.9786, -2.0671, 2.9524)
O (-0.4696, -1.1361, 2.2481)
C (-1.9340, -2.9828, 2.3517)
N (-2.1895, -2.7719, 1.0394)
C (-3.0503, -3.5434, 0.4226)
C (-3.7273, -4.5928, 1.0698)
C (-3.4805, -4.8301, 2.3915)
C (-2.5567, -4.0170, 3.0815)
H (-1.0519, -3.4586, 6.0733)
H (-3.2049, -3.3503, -0.6312)
H (-4.4274, -5.1985, 0.5109)
H (-3.9780, -5.6310, 2.9210)
C (2.5136, 1.0344, 2.4337)
C (2.6597, 1.6425, 1.0342)
C (3.1992, 0.5085, 0.1522)
C (3.6867, 2.7770, 1.0882)
P (0.9328, 2.0979, 0.4053)
N (0.1012, 0.8523, 0.0523)
C (1.1649, 3.1563, -1.1524)
C (1.5528, 4.6216, -0.9395)
C (2.2244, 2.4935, -2.0429)
C (-0.1456, 3.0764, -1.9502)
C (0.0840, 3.1800, 1.7084)
C (-1.1314, 3.8516, 1.0510)
C (0.9457, 4.2592, 2.3682)
C (-0.5008, 2.2632, 2.7933)
H (3.4656, 0.5699, 2.7095)
H (1.7416, 0.2630, 2.4470)
H (2.2840, 1.7783, 3.1959)
H (4.1124, 0.1203, 0.6134)
H (3.4440, 0.8154, -0.8618)
H (2.4657, -0.2954, 0.0945)
H (4.6109, 2.3876, 1.5268)
H (3.3562, 3.6098, 1.7089)
H (3.9371, 3.1667, 0.1015)
H (2.4668, 4.7329, -0.3547)
H (0.7645, 5.1918, -0.4489)
H (1.7293, 5.0841, -1.9160)
H (3.2368, 2.5981, -1.6540)
H (2.2017, 2.9780, -3.0234)
H (2.0068, 1.4355, -2.1850)
H (-0.9684, 3.6092, -1.4810)
H (-0.4368, 2.0316, -2.0710)
H (0.0223, 3.5223, -2.9355)
H (-0.8571, 4.6478, 0.3582)
H (-1.7429, 4.2987, 1.8386)
H (-1.7459, 3.1141, 0.5349)
H (1.4041, 4.9387, 1.6497)
H (1.7348, 3.8326, 2.9863)
H (0.3092, 4.8565, 3.0276)
H (-1.1377, 1.4967, 2.3549)
H (-1.1138, 2.8816, 3.4555)
H (0.2496, 1.7729, 3.4043)

natural (NBO) atomic charge list, values in e, 8 entries: atom 1 (Sc): 1.821, atom 2 (O): -0.684, atom 3 (C): 0.814, atom 4 (O): -0.589, atom 5 (C): 0.098, atom 6 (C): -0.227, atom 7 (C): -0.172, atom 8 (C): -0.211

Record 3
Formula: C42H48F15NO10
Source: the OMol25 dataset
Level of theory: ωB97M-V/def2-TZVPD

Calculated values
E   -3934.2940 hartree
SMILES   CCOC(=O)C(F)(F)F.CCOC(=O)C(F)(F)F.CCOC(=O)C(F)(F)F.CCOC(=O)C(F)(F)F.CCOC(=O)C(F)(F)F.c1cc[nH]c1.c1ccccc1.c1ccccc1.c1ccccc1
Frontier orbital gap   8.50 eV

Element x y z (Å)
C (5.8955, 5.4434, 4.1725)
C (4.7589, 4.6645, 4.7571)
O (4.8063, 4.6323, 6.1770)
C (3.5922, 4.4296, 6.8048)
O (2.4898, 4.2800, 6.2662)
C (3.7919, 4.4378, 8.3337)
F (5.0624, 4.5508, 8.6507)
F (3.1650, 5.5126, 8.8327)
F (3.3408, 3.3048, 8.9436)
H (6.8086, 4.8750, 4.3491)
H (5.9977, 6.4298, 4.6251)
H (5.8865, 5.6176, 3.0966)
H (4.8818, 3.6415, 4.4015)
H (3.8085, 5.0783, 4.4201)
C (-11.7841, -2.2354, 0.1462)
C (-10.7572, -2.3560, 1.2648)
O (-9.7640, -3.2424, 0.8514)
C (-8.7689, -3.6734, 1.7013)
O (-8.7477, -3.3948, 2.8697)
C (-7.8094, -4.6448, 1.0160)
F (-6.5613, -4.1549, 0.9048)
F (-7.7772, -5.7906, 1.7398)
F (-8.2146, -4.8613, -0.2400)
H (-12.4931, -1.4391, 0.3728)
H (-12.4047, -3.1208, 0.0082)
H (-11.2952, -2.1208, -0.8213)
H (-11.3060, -2.6674, 2.1536)
H (-10.3135, -1.3822, 1.4719)
C (9.5548, 1.3969, -2.6301)
C (10.3649, 1.1912, -3.9529)
O (11.0308, 2.3744, -4.2517)
C (10.4789, 3.3276, -5.0251)
O (9.4439, 3.1376, -5.7338)
C (11.1430, 4.7571, -4.9013)
F (10.2408, 5.7834, -4.8716)
F (11.8948, 4.7889, -3.8452)
F (11.9089, 5.0244, -6.0427)
H (8.7737, 2.1429, -2.7769)
H (10.1932, 1.6221, -1.7758)
H (9.0883, 0.4372, -2.4080)
H (9.6885, 0.8352, -4.7300)
H (11.0973, 0.4129, -3.7388)
C (1.5443, -7.2485, 4.1964)
C (0.2260, -7.7854, 3.6694)
O (0.0822, -9.0333, 4.1986)
C (-1.0507, -9.6729, 4.0750)
O (-2.0327, -9.2814, 3.4199)
C (-1.2455, -11.0152, 4.8090)
F (-2.1542, -10.8608, 5.7831)
F (-1.7436, -11.9294, 3.9789)
F (-0.1343, -11.4356, 5.3593)
H (2.4755, -7.7018, 3.8563)
H (1.6489, -7.4387, 5.2645)
H (1.5598, -6.1751, 4.0075)
H (0.2453, -7.8271, 2.5804)
H (-0.6288, -7.2096, 4.0243)
C (1.9335, 4.6442, -5.6867)
C (3.4311, 4.7785, -5.9515)
O (3.8751, 6.1380, -6.1735)
C (4.0005, 7.0005, -5.1110)
O (4.1344, 6.7602, -3.9161)
C (3.9201, 8.4529, -5.5344)
F (2.8841, 9.0991, -4.9902)
F (5.0094, 9.1666, -5.1536)
F (3.9102, 8.5153, -6.8450)
H (1.6783, 4.8850, -4.6547)
H (1.6234, 3.6105, -5.8397)
H (1.3699, 5.3234, -6.3263)
H (3.7129, 4.2526, -6.8637)
H (4.1343, 4.3377, -5.2450)
C (1.8471, -10.8157, -3.4236)
C (1.4081, -9.6794, -2.6571)
C (0.4016, -9.0807, -3.4081)
N (0.2164, -9.8056, -4.5470)
C (1.0124, -10.9076, -4.5193)
H (2.6275, -11.5178, -3.1698)
H (1.8316, -9.3287, -1.7275)
H (-0.2322, -8.2114, -3.3130)
H (-0.5547, -9.5773, -5.1580)
H (0.9274, -11.6374, -5.3109)
C (-6.7893, 3.4619, 4.5208)
C (-7.5087, 4.6383, 4.4857)
C (-6.9021, 5.9166, 4.5020)
C (-5.5078, 5.9048, 4.6030)
C (-4.7738, 4.7567, 4.5690)
C (-5.3809, 3.4970, 4.6128)
H (-7.3738, 2.5720, 4.3400)
H (-8.5812, 4.5423, 4.4030)
H (-7.4140, 6.8653, 4.4354)
H (-4.8654, 6.7724, 4.6334)
H (-3.7010, 4.8683, 4.6237)
H (-4.6595, 2.7007, 4.5039)
C (0.7282, 0.3773, 0.8879)
C (0.8805, -0.9050, 0.4038)
C (1.6672, -1.1919, -0.6863)
C (2.4207, -0.1773, -1.2720)
C (2.2899, 1.1327, -0.8120)
C (1.4620, 1.3863, 0.2600)
H (0.0976, 0.6588, 1.7183)
H (0.1977, -1.6185, 0.8410)
H (1.6466, -2.2002, -1.0727)
H (3.1474, -0.3450, -2.0531)
H (2.7808, 1.9924, -1.2436)
H (1.3485, 2.4110, 0.5816)
C (-4.4842, 1.6271, -2.8962)
C (-5.1924, 1.2231, -4.0353)
C (-6.5436, 1.4611, -4.2257)
C (-7.2569, 1.9874, -3.1170)
C (-6.5888, 2.3030, -1.9308)
C (-5.1984, 2.1202, -1.7555)
H (-3.4137, 1.4994, -2.8319)
H (-4.6601, 0.7333, -4.8373)
H (-6.9503, 1.1036, -5.1602)
H (-8.3243, 1.9768, -3.2810)
H (-7.1107, 2.6344, -1.0453)
H (-4.5718, 2.4795, -0.9526)

Mulliken atomic charge list, values in e, 8 entries: atom 1 (C): -1.187, atom 2 (C): -0.144, atom 3 (O): -0.225, atom 4 (C): 0.417, atom 5 (O): -0.542, atom 6 (C): 0.832, atom 7 (F): -0.232, atom 8 (F): -0.243